Computed, not measured: a structure of composition C16H17Cl2F3I2N6O3Se3TeTi, with ωB97M-V/def2-TZVPD.

Each line ends with the natural charge from an NBO analysis.
Positions of all 54 atoms, in Å:
Ti1 -0.12108 -1.63665 -0.18769  1.246
Se1 -1.49018 -3.97417 0.35365  -0.481
Se2 0.14611 -5.12130 1.51679  -0.205
Te1 1.89617 -5.27526 -0.34926  0.119
Se3 1.29358 -3.25855 -1.69645  -0.470
C1 1.40293 3.03386 0.23136  -0.422
N1 0.48277 2.60516 1.27019  -0.428
C2 0.06751 3.57083 2.26687  -0.414
C3 0.01801 1.32515 1.24572  0.661
N2 0.16749 0.52034 0.25921  -0.815
N3 -0.66617 0.94131 2.39044  -0.615
C4 -1.05964 -0.36409 2.63212  0.684
N4 -1.21890 -0.61443 3.98965  -0.834
N5 -1.32674 -1.18748 1.69868  -0.810
H1 1.92261 3.92696 0.57182  0.207
H2 0.88953 3.26346 -0.70865  0.200
H3 2.15360 2.26734 0.04324  0.235
H4 0.12323 4.56779 1.83324  0.212
H5 0.70440 3.55391 3.15900  0.191
H6 -0.96742 3.40368 2.56312  0.213
H7 0.63915 0.94267 -0.53148  0.392
H8 -0.37369 1.41833 3.22691  0.403
H9 -0.36202 -0.39324 4.48579  0.402
H10 -1.45371 -1.58382 4.15343  0.389
H11 -1.58235 -2.11213 2.04215  0.407
I1 1.46699 1.32856 -4.21154  0.127
C5 -0.47995 0.78944 -3.70362  -0.249
C6 -1.56866 1.34489 -4.39136  -0.239
C7 -2.85663 1.04643 -4.03556  -0.181
I2 -4.42224 1.91282 -5.12327  0.100
C8 -3.11994 0.18747 -2.93683  -0.129
C9 -4.39518 -0.16262 -2.44147  -0.145
C10 -4.49643 -0.96837 -1.34269  -0.243
C11 -3.33069 -1.43503 -0.71298  0.079
N6 -2.13068 -1.14481 -1.15767  -0.466
C12 -2.01391 -0.35801 -2.25683  0.170
C13 -0.65370 -0.10545 -2.65356  0.330
O1 0.29144 -0.68273 -2.01069  -0.752
H12 -1.37894 2.02085 -5.21407  0.230
H13 -5.28188 0.21410 -2.93408  0.224
H14 -5.46166 -1.25025 -0.94556  0.218
H15 -3.38324 -2.05858 0.17095  0.228
Cl1 4.74165 2.34561 -1.43983  -0.071
C14 4.63332 0.58192 -1.69325  -0.388
Cl2 3.37826 -0.17772 -0.73407  0.054
H16 5.59116 0.15619 -1.42052  0.219
H17 4.40626 0.42128 -2.74088  0.224
F1 4.00903 -1.54447 3.49993  -0.334
C15 3.26425 -2.24772 2.62611  0.886
F2 4.02213 -2.46033 1.54656  -0.314
F3 3.01301 -3.43924 3.19545  -0.322
C16 1.93252 -1.51639 2.28136  0.724
O2 1.57036 -0.62851 3.05485  -0.716
O3 1.36816 -1.98905 1.26529  -0.731

Atomic forces in eV per Å
-0.207 -0.438 0.160
-0.045 0.079 -0.060
0.053 -0.016 0.047
0.008 -0.009 -0.017
0.006 0.082 0.021
-0.006 -0.006 -0.001
0.031 0.026 0.008
-0.011 -0.002 -0.002
-0.056 -0.003 -0.042
0.163 0.040 0.046
0.079 -0.025 0.017
-0.042 -0.035 0.020
-0.039 0.036 0.005
0.018 0.023 0.004
-0.007 0.002 -0.002
0.004 -0.005 -0.006
-0.004 0.002 -0.002
0.001 -0.001 0.005
-0.004 0.001 0.003
-0.002 0.004 0.003
0.000 -0.011 0.001
-0.020 0.011 0.005
0.008 -0.017 -0.008
0.005 -0.001 0.000
0.000 0.003 -0.001
-0.023 0.001 -0.001
0.043 -0.011 0.005
-0.032 -0.001 0.009
-0.031 0.029 -0.033
0.025 -0.011 0.012
-0.018 0.005 0.008
0.008 -0.013 0.018
-0.009 0.018 -0.032
0.017 -0.019 0.006
-0.032 0.044 -0.013
-0.004 -0.015 -0.013
0.036 -0.002 0.015
0.052 0.065 -0.087
0.005 0.000 -0.001
0.001 0.004 -0.006
0.001 -0.004 0.004
0.005 0.006 0.003
0.008 0.022 0.002
-0.049 -0.047 -0.043
0.062 0.035 0.044
0.001 0.005 0.001
-0.002 -0.002 0.004
0.007 0.012 0.019
0.016 0.029 -0.035
0.007 -0.025 -0.007
-0.007 0.025 0.010
-0.074 -0.152 0.121
0.030 0.037 -0.028
0.023 0.221 -0.186

Computed properties:
- DFT total energy: -307806.318 eV
- Energy relative to the best compared isomer or geometry (same formula, charge and spin): 0.5263 eV
- 2S+1: 2
- Charge: -1
- M: 1135.4 Da

=====

Computed, not measured: a structure of composition C16H17Cl2F5O2PbS at a distorted geometry, with ωB97M-V/def2-TZVPD.

Each line ends with the natural charge from an NBO analysis.
Positions of all 44 atoms, in Å:
C1 2.29647 1.12056 -1.67732  -0.181
C2 1.63475 2.25916 -1.15221  0.121
C3 0.25926 2.18211 -1.51448  -0.068
C4 2.25811 3.30420 -0.32554  -0.659
C5 0.09760 1.04780 -2.36004  0.021
C6 1.36428 0.40486 -2.47923  0.146
C7 1.64697 -0.77643 -3.31615  -0.670
C8 3.70922 0.77870 -1.43853  -0.624
C9 -0.78839 3.10945 -1.05630  -0.648
C10 -1.15170 0.56728 -2.96677  -0.659
Pb1 0.99144 -3.35682 -0.23671  1.240
Cl1 0.40186 1.26689 1.76152  -0.660
Cl2 3.08312 -2.11324 0.58935  -0.728
O1 -0.08049 -1.47782 -0.51887  -1.208
H1 3.06138 2.88200 0.29327  0.224
H2 1.52609 3.76828 0.34540  0.228
H3 2.69754 4.08272 -0.96953  0.191
H4 -0.89643 3.02720 0.03667  0.247
H5 -1.74741 2.86230 -1.52479  0.200
H6 -0.53086 4.14984 -1.31129  0.181
H7 -1.98382 1.22175 -2.70806  0.197
H8 -1.36294 -0.44446 -2.60497  0.245
H9 -1.05746 0.53175 -4.05697  0.182
H10 0.74951 -1.40406 -3.38830  0.234
H11 2.43747 -1.39510 -2.87625  0.251
H12 1.95544 -0.48164 -4.33652  0.189
H13 3.93462 0.89855 -0.37161  0.217
H14 4.39461 1.42334 -2.00970  0.169
H15 3.89751 -0.26507 -1.70612  0.228
H16 0.24411 -0.85624 0.19227  0.488
O2 1.82832 -3.72674 -2.14476  -1.228
H17 2.75425 -4.01682 -2.23166  0.453
F1 -3.70062 -3.22124 6.27645  -0.313
C11 -3.43457 -2.49644 5.16451  0.235
C12 -2.33867 -2.82201 4.36022  0.250
F2 -1.56193 -3.88291 4.66998  -0.303
C13 -2.05694 -2.05633 3.22673  0.356
F3 -0.99462 -2.40386 2.48021  -0.277
C14 -2.83914 -0.92162 2.84900  -0.369
S1 -2.40194 0.02296 1.55856  0.142
C15 -3.97174 -0.65678 3.68550  0.313
F4 -4.76559 0.38215 3.36773  -0.306
C16 -4.25112 -1.41495 4.82005  0.277
F5 -5.30755 -1.10329 5.60526  -0.324

Atomic forces in eV per Å
-1.019 0.627 -0.506
1.018 -1.811 -0.241
-1.061 -2.169 -2.353
0.207 0.336 0.387
-0.312 2.899 1.799
1.432 0.618 0.945
-0.049 -0.368 -0.061
0.506 -0.089 0.073
-0.342 0.294 0.219
-0.260 -0.305 -0.148
-0.660 0.407 0.910
-0.639 -0.261 0.266
0.464 -0.033 0.197
0.754 0.092 0.576
-0.149 0.128 -0.131
0.143 -0.044 -0.117
-0.007 0.009 0.150
-0.063 0.114 -0.214
0.090 0.163 0.154
-0.152 -0.074 0.111
-0.089 -0.093 -0.064
-0.104 0.038 0.002
-0.147 -0.056 -0.109
0.297 0.050 -0.049
-0.223 0.077 -0.156
-0.084 -0.045 0.202
0.152 -0.155 -0.155
0.090 -0.090 0.049
0.110 0.154 0.136
-0.460 -0.692 -1.042
0.682 -0.423 -1.234
-0.621 0.332 0.352
0.018 0.203 -0.331
0.177 0.077 -0.207
-0.056 0.284 -0.304
-0.356 0.376 0.026
-0.025 0.016 -0.028
-0.762 0.202 0.648
-0.406 -1.356 2.017
0.683 1.280 -1.462
0.816 -0.334 -0.187
0.080 -0.380 0.375
0.149 0.124 -0.382
0.176 -0.123 -0.111

Computed properties:
- DFT total energy: -75678.214 eV
- Energy relative to the best compared isomer or geometry (same formula, charge and spin): 0.0000 eV
- 2S+1: 1
- Charge: -2
- M: 646.5 Da

=====

Computed, not measured: an isolated molecule of C16H17ClN2O2S, with ωB97M-V/def2-TZVPD.

Each line ends with the natural charge from an NBO analysis.
Positions of all 39 atoms, in Å:
C1 -6.39800 -0.51789 0.32723  -0.253
H1 -6.53557 0.37031 -0.29726  0.178
O1 -5.15970 -1.13899 0.07577  -0.491
C2 -4.02287 -0.43031 0.31017  0.304
C3 -3.96839 0.87246 0.78370  -0.319
C4 -2.73575 1.47227 0.96606  -0.176
C5 -1.53910 0.82080 0.69385  0.065
C6 -1.60056 -0.51363 0.24871  0.287
C7 -2.83229 -1.11023 0.05099  -0.291
H2 -2.91669 -2.12565 -0.29739  0.226
O2 -0.41260 -1.16855 0.04041  -0.519
C8 -0.44567 -2.55511 -0.21256  -0.251
H3 0.59342 -2.88194 -0.20908  0.202
H4 -0.89158 -2.77590 -1.18753  0.181
H5 -0.99186 -3.08838 0.56938  0.189
N1 -0.34918 1.51310 0.97386  -0.595
C9 0.76693 1.74340 0.22684  0.303
N2 0.95163 1.06347 -0.92070  -0.603
H6 0.45127 0.19100 -1.01309  0.415
C10 2.19433 1.18867 -1.65095  -0.244
C11 3.36850 0.56257 -0.93568  -0.040
C12 4.54946 1.26891 -0.75693  -0.125
C13 5.62080 0.70064 -0.09218  -0.243
C14 5.50521 -0.58687 0.40442  -0.045
C15 4.33265 -1.30636 0.24352  -0.218
C16 3.27208 -0.72649 -0.42725  -0.207
H7 2.35418 -1.28229 -0.54672  0.202
H8 4.25315 -2.30608 0.64151  0.222
Cl1 6.83835 -1.30646 1.23893  0.000
H9 6.53497 1.25525 0.04930  0.226
H10 4.62931 2.27919 -1.12778  0.213
H11 2.38905 2.25451 -1.79684  0.235
H12 2.04961 0.71694 -2.62734  0.210
S1 1.80407 2.92360 0.74879  -0.283
H13 -0.44538 2.20787 1.70522  0.421
H14 -2.69542 2.48680 1.33438  0.218
H15 -4.86187 1.42911 1.01203  0.225
H16 -7.15507 -1.25773 0.07289  0.203
H17 -6.50141 -0.24200 1.38130  0.178

Atomic forces in eV per Å
-0.207 0.109 0.042
0.012 -0.026 0.031
0.340 -0.093 -0.046
0.207 0.066 0.035
-0.338 -0.186 -0.003
0.284 -0.213 -0.174
-0.287 -0.187 -0.236
-0.059 0.110 0.074
-0.099 -0.099 -0.052
0.041 -0.132 -0.048
-0.212 0.474 0.178
0.009 -0.326 -0.082
-0.085 -0.011 -0.016
0.008 0.010 0.064
0.008 0.034 -0.021
-0.010 -0.082 0.332
-0.095 0.232 -0.159
-0.357 -0.251 0.179
-0.015 0.071 -0.033
0.167 0.166 -0.121
0.011 -0.020 -0.017
-0.076 -0.163 -0.061
0.060 -0.082 0.013
-0.189 0.102 -0.113
0.084 -0.037 0.047
0.104 0.176 -0.073
-0.126 -0.073 0.006
0.031 -0.085 0.040
0.182 -0.094 0.121
0.095 0.023 0.034
-0.027 0.130 -0.014
-0.005 -0.169 -0.098
-0.025 0.060 0.067
0.414 0.515 0.232
0.207 -0.185 -0.138
0.032 0.116 0.003
-0.111 0.029 0.014
0.018 0.091 0.032
0.010 0.001 -0.040

Computed properties:
- DFT total energy: -47300.691 eV
- Energy relative to the best compared isomer or geometry (same formula, charge and spin): 1.4894 eV
- 2S+1: 1
- M: 336.8 Da